{
  "formula": "C34H39N5O8",
  "method": "the ωB97M-V functional and the def2-TZVPD basis",
  "s_squared": 0.766,
  "total_charge": 1,
  "gap_ev": [5.85, 2.35],
  "e_tot_ha": -2194.25458,
  "max_force_ha_per_bohr": 0.09590,
  "spin_multiplicity": 2,
  "species": ["C", "C", "C", "C", "C", "C", "O", "O", "H", "H", "H", "H", "H", "H", "C", "C", "C", "C", "C", "C", "O", "O", "H", "H", "H", "H", "H", "H", "C", "C", "C", "C", "C", "C", "O", "O", "H", "H", "H", "H", "H", "H", "C", "C", "C", "C", "C", "C", "O", "O", "H", "H", "H", "H", "H", "H", "C", "C", "N", "H", "H", "H", "C", "C", "N", "H", "H", "H", "C", "C", "N", "H", "H", "H", "C", "C", "N", "H", "H", "H", "C", "C", "N", "H", "H", "H"],
  "xyz": [[-3.60951, 4.21145, -2.80709], [-2.91629, 3.05726, -3.09030], [-2.59781, 2.12750, -2.07891], [-3.00809, 2.37806, -0.72739], [-3.83645, 3.48375, -0.48637], [-4.02894, 4.45831, -1.49690], [-4.87490, 5.55458, -1.22492], [-1.57128, 1.21779, -2.29674], [-3.79740, 4.98208, -3.54005], [-2.61169, 2.89706, -4.11400], [-2.70606, 1.63647, -0.00266], [-4.18165, 3.54772, 0.53498], [-5.16897, 5.57753, -0.31136], [-1.40456, 0.87412, -3.17747], [3.52932, 3.23873, 0.10078], [2.62195, 2.69828, -0.81827], [2.62795, 1.37608, -1.18813], [3.59308, 0.53252, -0.61742], [4.45954, 0.94532, 0.36950], [4.46295, 2.31327, 0.62738], [5.30947, 2.76581, 1.56392], [1.53376, 0.89147, -1.87106], [3.53725, 4.30225, 0.28861], [1.83735, 3.39642, -1.07007], [3.66656, -0.52351, -0.83144], [5.18765, 0.28472, 0.81656], [5.67609, 2.06119, 2.10309], [0.80128, 1.50515, -1.77906], [1.22125, -4.27396, 2.90205], [0.34729, -4.04938, 1.88527], [0.79025, -3.27258, 0.76434], [2.07136, -2.59825, 0.73870], [2.89444, -2.78493, 1.86040], [2.48885, -3.60882, 2.90176], [3.39515, -3.80441, 3.88119], [-0.00543, -3.35697, -0.38173], [0.91811, -4.81710, 3.78495], [-0.62193, -4.52564, 1.89878], [2.41994, -2.09272, -0.14974], [3.89872, -2.40238, 1.96754], [3.02642, -4.45189, 4.48651], [-0.73866, -3.97552, -0.41892], [0.07442, -1.38464, -3.52220], [1.14717, -2.25737, -3.68770], [1.60055, -2.56119, -4.96581], [1.04971, -1.96903, -6.09602], [0.05317, -0.95190, -5.92137], [-0.51631, -0.76231, -4.67439], [-1.72755, -0.03281, -4.52936], [2.69415, -3.39645, -4.98401], [-0.37334, -1.04292, -2.60071], [1.70344, -2.73688, -2.89585], [1.41623, -2.46797, -6.98096], [-0.29918, -0.45334, -6.81226], [-2.14529, 0.05802, -5.38891], [2.83658, -3.84128, -4.14530], [0.19052, 0.27956, 0.99054], [-0.65491, -0.49902, 1.94348], [-1.35603, -1.04224, 2.69424], [1.02893, 0.63373, 1.59032], [-0.38490, 1.07828, 0.52251], [0.43943, -0.31209, 0.10958], [-2.65095, -1.54148, -0.81352], [-3.20007, -2.27451, -2.02239], [-3.55008, -2.92599, -2.89441], [-1.93126, -0.80579, -1.17255], [-2.07117, -2.22627, -0.19463], [-3.34629, -1.02925, -0.14853], [0.06083, -0.31529, 5.69058], [0.46793, 1.00705, 5.55971], [0.84012, 2.10982, 5.50702], [0.68517, -0.88133, 6.38188], [0.17016, -0.88057, 4.76504], [-0.97828, -0.21465, 6.00399], [2.13458, 3.47809, 3.03137], [3.07100, 2.57393, 3.72126], [3.89216, 1.92822, 4.21136], [1.48084, 2.91540, 2.36495], [2.84159, 4.19915, 2.62112], [1.61971, 4.06246, 3.79395], [-4.89737, -1.40997, 2.70287], [-5.65877, -0.93295, 1.55515], [-6.24254, -0.52378, 0.62522], [-5.46940, -2.13654, 3.27991], [-4.78474, -0.52871, 3.33438], [-3.89635, -1.76234, 2.45406]],
  "lowdin_charge": [-0.01, -0.02, -0.27, -0.02, -0.02, -0.27, 0.02, -0.04, 0.12, 0.11, 0.09, 0.11, 0.09, 0.03, 0.00, -0.02, -0.31, -0.03, -0.02, -0.34, 0.04, 0.01, 0.12, 0.12, 0.09, 0.12, 0.10, 0.08, 0.05, 0.04, -0.17, 0.08, 0.07, -0.23, 0.17, 0.10, 0.14, 0.14, 0.11, 0.14, 0.14, 0.13, 0.00, -0.02, -0.32, 0.02, 0.01, -0.25, 0.00, 0.04, 0.08, 0.10, 0.12, 0.12, 0.12, 0.09, -0.03, -0.23, 0.16, 0.08, 0.08, 0.06, -0.06, -0.23, 0.14, 0.04, 0.04, 0.06, -0.09, -0.28, 0.17, 0.10, 0.05, 0.10, -0.07, -0.32, 0.13, 0.07, 0.08, 0.07, -0.08, -0.28, 0.14, 0.09, 0.08, 0.04]
}